(1)
15
Properties=species:S:1:pos:R:3:forces:R:3:nbo_charge:R:1 method="wB97M-V/def2-TZVPD" relative_energy_kj_mol=200.3 charge=0 gap_ev=10.04 fmax_ev_per_a=4.553 homo_energy_ev=-9.07 smiles=c1noc2c1CCC2
C 1.588 -0.170 -0.146 -2.09 1.61 -1.92 -0.38
C 0.716 1.145 0.135 -1.02 -2.43 1.33 -0.40
C -0.670 0.575 -0.168 1.95 0.12 0.38 -0.18
C -1.991 0.956 -0.037 0.62 -1.18 -0.86 -0.04
C -0.722 -0.774 -0.129 2.49 0.56 0.21 0.31
C 0.660 -1.346 0.052 -1.44 -2.24 0.78 -0.45
H 2.437 -0.193 0.432 1.97 -0.21 1.34 0.21
H 1.890 -0.087 -1.212 -0.12 -0.24 0.59 0.21
H 0.643 1.377 1.258 0.70 0.13 -1.62 0.21
H 1.045 1.935 -0.493 0.20 0.95 -0.12 0.22
H -2.379 1.915 -0.187 -1.06 1.06 0.28 0.22
H 0.788 -2.227 -0.607 0.44 0.48 0.27 0.23
H 0.657 -1.742 1.100 0.43 0.22 -0.65 0.22
N -2.704 -0.116 -0.012 -4.52 0.18 0.54 -0.13
O -1.959 -1.249 0.017 1.45 1.01 -0.54 -0.25

***

(2)
16
Properties=species:S:1:pos:R:3:forces:R:3:nbo_charge:R:1 method="wB97M-V/def2-TZVPD" relative_energy_kj_mol=876.1 charge=0 gap_ev=8.79 fmax_ev_per_a=6.909 homo_energy_ev=-9.66
C 1.515 -0.321 -0.258 -2.89 0.91 -1.67 0.08
C 0.787 0.546 0.764 -0.53 -1.45 2.16 -0.16
C 0.206 -1.226 -0.032 4.87 -3.94 2.92 -0.22
C -1.049 -0.417 -0.475 -2.65 -0.97 1.48 0.54
C -0.555 0.857 0.265 -0.96 4.72 0.48 -0.11
C -1.084 2.114 0.658 0.07 -1.76 1.59 -0.30
H 0.802 -0.934 -2.197 3.36 4.47 1.83 0.43
H 2.486 -0.637 0.068 0.24 -0.82 0.36 0.19
H 1.008 1.345 1.438 1.55 0.58 -0.01 0.22
H 1.251 -1.223 1.996 -1.59 1.00 -1.43 0.35
H 0.619 -2.432 0.017 -2.38 3.17 -1.00 0.26
H -0.987 3.056 1.686 0.71 -3.48 -3.66 0.25
H -2.055 2.169 0.282 -1.72 0.81 -0.52 0.19
N 0.390 -0.720 1.559 0.50 -0.65 -1.44 -0.58
O 1.577 0.129 -1.616 -3.05 -4.43 -1.89 -0.66
O -2.174 -0.832 -0.850 4.46 1.84 0.81 -0.48

***

(3)
17
Properties=species:S:1:pos:R:3:forces:R:3:nbo_charge:R:1 method="wB97M-V/def2-TZVPD" relative_energy_kj_mol=477.6 charge=0 gap_ev=8.42 fmax_ev_per_a=4.025 homo_energy_ev=-9.39 smiles="O=[N+]([O-])C1=CC=CC[C@H]1O"
C 0.334 -1.519 -0.337 1.36 0.78 1.32 -0.28
C -1.079 -1.432 -0.153 -0.63 1.17 -1.66 -0.12
C 1.135 -0.493 0.052 -1.46 -0.85 -1.10 -0.08
C 0.541 0.769 0.535 1.62 1.22 -0.38 -0.48
C -0.896 0.996 0.134 -1.60 1.44 3.40 0.02
C -1.667 -0.253 0.115 1.94 -1.01 -0.09 0.01
N -3.054 -0.099 0.092 -1.95 -0.60 -0.54 0.51
O -3.532 0.947 0.448 -0.27 0.92 0.51 -0.36
O -3.721 -1.026 -0.328 -0.34 -0.64 -0.11 -0.40
O -1.172 1.756 -0.969 0.42 0.37 -3.76 -0.69
H 0.614 -2.498 -0.649 0.98 -0.30 -0.35 0.22
H -1.586 -2.210 -0.690 -0.91 -0.56 0.91 0.24
H 2.184 -0.384 -0.024 1.03 -0.90 -0.19 0.21
H -1.249 1.249 -1.805 0.35 0.21 0.65 0.47
H 0.761 0.700 1.654 -0.64 0.89 -1.17 0.25
H 1.170 1.597 -0.001 -1.06 -1.04 1.51 0.25
H -1.457 1.723 0.778 1.14 -1.12 1.07 0.24

***

(4)
19
Properties=species:S:1:pos:R:3:forces:R:3:nbo_charge:R:1 method="wB97M-V/def2-TZVPD" relative_energy_kj_mol=208.5 charge=0 gap_ev=9.93 fmax_ev_per_a=3.703 homo_energy_ev=-9.31 smiles="[O-][N+]#C[C@@H]1CS1.O=C1OCCO1"
C 2.567 -0.243 0.375 -1.47 -3.26 -0.97 -0.38
C 1.869 0.959 0.399 -0.84 1.68 0.20 0.21
C 3.876 -0.430 0.893 0.44 1.20 -1.70 -0.43
C -3.427 -0.070 -0.560 1.56 0.50 0.74 -0.10
C -2.098 0.571 -0.962 -0.07 -2.80 -0.90 -0.09
C -1.697 -1.287 0.238 0.10 -1.16 0.22 0.97
N 1.161 1.865 0.459 -0.31 0.31 -0.35 0.22
O -1.134 -2.141 0.867 -0.59 0.54 -0.54 -0.58
O 0.411 2.825 0.449 0.33 -0.42 0.13 -0.44
O -2.926 -1.384 -0.331 -0.43 -1.32 0.46 -0.50
O -1.190 -0.099 -0.041 0.18 1.27 -0.44 -0.49
S 3.839 -0.608 -0.918 -0.20 0.38 -0.19 0.09
H 1.930 -1.155 0.428 0.12 0.94 0.16 0.28
H 4.350 0.455 1.127 1.22 1.51 0.98 0.23
H 4.159 -1.298 1.328 0.59 -2.39 1.74 0.23
H -3.698 0.308 0.448 -0.60 0.13 -0.83 0.19
H -4.188 -0.087 -1.335 -0.10 0.06 0.30 0.22
H -1.830 0.236 -1.989 -0.12 0.28 0.56 0.18
H -1.973 1.582 -0.875 0.19 2.55 0.45 0.21

***

(5)
20
Properties=species:S:1:pos:R:3:forces:R:3:nbo_charge:R:1 method="wB97M-V/def2-TZVPD" relative_energy_kj_mol=0.0 charge=0 gap_ev="6.77 / 6.01" fmax_ev_per_a=0.326 homo_energy_ev="-7.01 / -6.26" spin_multiplicity=2
V 0.358 -0.431 0.239 -0.12 -0.04 0.02 0.62
O -0.200 -0.020 2.271 0.18 0.12 0.09 -0.74
C 0.020 1.335 2.672 -0.10 -0.07 0.06 -0.10
C 0.106 2.256 1.482 0.10 -0.02 -0.07 0.14
C 0.121 3.635 1.612 -0.10 0.04 0.08 -0.23
C 0.254 4.418 0.482 0.05 0.05 -0.16 -0.16
C 0.351 3.792 -0.755 -0.07 -0.08 -0.07 -0.24
C 0.321 2.416 -0.812 0.06 0.05 0.23 0.04
N 0.229 1.649 0.293 -0.08 0.11 -0.30 -0.49
H -1.142 -0.200 2.052 0.00 0.04 0.03 0.52
H 0.964 1.326 3.218 0.02 0.06 -0.02 0.21
H -0.762 1.656 3.362 0.00 0.03 0.00 0.21
H 0.026 4.087 2.591 0.00 -0.03 0.01 0.23
H 0.285 5.497 0.552 -0.01 -0.01 0.04 0.23
H 0.450 4.346 -1.677 -0.02 0.09 0.06 0.23
H 0.395 1.891 -1.755 0.03 -0.06 0.04 0.22
Se 1.843 -1.387 -1.474 -0.01 -0.13 0.15 -0.42
Te 1.283 -3.048 0.358 -0.09 -0.03 -0.16 0.14
Te -1.394 -3.389 -0.106 -0.04 -0.02 -0.06 0.14
Se -2.082 -0.948 -0.109 0.21 -0.08 0.01 -0.55

***

(6)
15
Properties=species:S:1:pos:R:3:forces:R:3:nbo_charge:R:1 method="wB97M-V/def2-TZVPD" relative_energy_kj_mol=747.5 charge=0 gap_ev=7.58 fmax_ev_per_a=1.498 homo_energy_ev=-7.49
C 3.384 -0.636 1.128 -0.15 -0.57 -0.31 0.00
C 1.770 0.008 1.130 -1.32 0.35 0.62 0.21
C -0.215 0.428 -0.349 1.13 -0.22 -0.28 -0.13
C 2.200 -1.422 0.771 0.59 -0.56 0.06 -0.53
C -1.344 1.417 -0.477 -0.10 -0.45 -0.03 -0.58
C -2.416 0.401 -0.854 -0.79 -0.32 -0.14 -0.50
N 2.898 0.622 0.886 0.48 0.61 -0.14 -0.41
S -1.170 -0.934 -0.742 0.05 0.81 0.20 0.33
H 4.058 -0.847 1.948 0.21 0.00 0.06 0.18
H 2.014 -1.537 -0.287 0.05 0.06 -0.17 0.25
H 1.906 -2.295 1.348 -0.04 0.11 0.09 0.22
H -1.526 1.956 0.453 0.06 0.03 0.02 0.25
H -1.127 2.154 -1.255 0.06 0.02 0.07 0.25
H -3.216 0.259 -0.131 -0.12 0.08 -0.07 0.22
H -2.822 0.485 -1.859 -0.10 0.05 0.05 0.22

***

(7)
15
Properties=species:S:1:pos:R:3:forces:R:3:nbo_charge:R:1 method="wB97M-V/def2-TZVPD" relative_energy_kj_mol=225.2 charge=0 gap_ev=9.38 fmax_ev_per_a=3.387 homo_energy_ev=-8.63
C -0.502 -1.146 -1.141 -0.39 -1.10 0.38 -0.25
C -1.299 -2.152 -0.706 -0.05 1.16 3.15 -0.33
C -0.113 -0.227 -0.131 -0.89 0.40 0.46 -0.07
C -0.745 -0.396 1.047 -0.86 -3.18 -0.78 -0.37
C -1.708 2.256 -1.353 -0.48 0.12 -0.34 0.31
C 0.787 0.873 -0.430 1.29 -0.07 -0.77 -0.63
N -1.781 2.882 -0.373 0.17 0.19 0.55 -0.75
S -1.607 -1.934 1.070 0.25 0.82 -2.05 0.32
H -0.172 -1.030 -2.146 0.17 0.00 -0.65 0.22
H -1.881 -2.943 -1.075 -0.08 -0.84 -1.13 0.23
H -0.881 0.111 1.939 0.62 1.34 1.37 0.22
H 1.530 1.027 0.325 0.56 -0.08 0.54 0.22
H 1.289 0.600 -1.357 0.25 0.47 -0.06 0.22
H 0.290 1.798 -0.553 -0.28 0.79 -0.31 0.22
H -1.556 3.249 0.536 -0.29 -0.03 -0.34 0.45

***

(8)
15
Properties=species:S:1:pos:R:3:forces:R:3:nbo_charge:R:1 method="wB97M-V/def2-TZVPD" relative_energy_kj_mol=397.4 charge=0 gap_ev=9.07 fmax_ev_per_a=5.606 homo_energy_ev=-8.15 smiles="C=Cn1ccc(S)c1"
C -1.146 0.013 -0.023 -1.26 3.78 0.58 -0.20
C -0.596 1.435 0.179 2.37 -1.78 -1.82 -0.32
C 0.792 1.214 -0.101 -2.26 -1.83 0.43 -0.02
C 2.472 -0.658 0.116 -3.07 -4.64 0.71 0.00
C 3.690 -0.166 0.046 1.39 2.31 1.87 -0.47
C -0.125 -0.791 -0.254 2.34 -4.06 1.85 -0.10
H -3.099 0.860 -0.075 -0.90 0.66 -0.04 0.13
H -1.083 2.453 0.323 0.61 -1.85 -0.21 0.25
H 1.713 1.675 -0.017 0.94 2.35 0.18 0.20
H 2.372 -1.782 0.596 -0.05 2.88 -1.51 0.20
H 3.644 1.006 -0.142 1.20 -2.57 -0.02 0.21
H 4.631 -0.749 0.651 -2.94 1.99 -2.15 0.26
H -0.090 -1.794 0.252 -0.22 0.43 -1.67 0.21
N 1.115 -0.158 -0.345 0.30 2.33 1.67 -0.38
S -2.901 -0.428 0.065 1.55 -0.01 0.13 0.03

***

(9)
15
Properties=species:S:1:pos:R:3:forces:R:3:nbo_charge:R:1 method="wB97M-V/def2-TZVPD" relative_energy_kj_mol=203.7 charge=0 gap_ev=7.94 fmax_ev_per_a=2.692 homo_energy_ev=-8.46 smiles="S=C1C=C[C@]2(CN2)C1"
C 1.867 0.019 -0.078 1.16 0.16 0.54 -0.08
C 0.779 -0.969 -0.207 0.15 -2.59 0.72 -0.50
C -0.491 -0.195 -0.022 -0.29 1.92 -0.64 0.01
C -1.711 -0.536 0.724 -0.76 0.30 -0.08 -0.24
C -0.065 1.242 -0.076 0.65 0.53 0.42 -0.09
C 1.291 1.348 0.042 -1.26 0.40 -1.15 -0.28
H 1.051 -1.833 0.511 -0.97 1.34 -0.91 0.26
H 0.762 -1.453 -1.198 0.12 0.34 0.25 0.27
H -1.747 -1.503 1.226 -0.22 0.31 -0.10 0.21
H -2.319 0.312 1.123 0.74 -0.98 0.11 0.20
H -2.234 0.203 -1.067 -0.39 1.29 -0.67 0.35
H -0.809 2.076 -0.212 0.91 -0.92 0.38 0.22
H 1.881 2.265 -0.013 -0.21 -0.38 0.25 0.24
N -1.688 -0.556 -0.763 0.34 -2.09 1.03 -0.57
S 3.431 -0.421 0.010 0.02 0.39 -0.13 0.00

***

(10)
15
Properties=species:S:1:pos:R:3:forces:R:3:nbo_charge:R:1 method="wB97M-V/def2-TZVPD" relative_energy_kj_mol=6.5 charge=-1 gap_ev=8.02 fmax_ev_per_a=0.938 homo_energy_ev=-4.03 smiles="C#CC(C)(C)C(=O)[O-]"
C -0.317 2.543 0.017 -0.04 -0.22 0.01 -0.33
C -0.166 1.352 0.012 -0.10 0.50 -0.01 0.07
C 1.677 -0.273 -0.002 -0.89 -0.02 0.00 0.80
C -0.549 -0.681 -1.269 -0.03 0.14 -0.08 -0.58
C -0.547 -0.703 1.260 -0.03 0.14 0.08 -0.58
C 0.044 -0.072 0.000 0.62 -0.70 0.00 -0.29
O 2.186 -0.317 -1.121 0.29 -0.02 -0.80 -0.76
O 2.185 -0.349 1.115 0.29 -0.04 0.81 -0.76
H -0.412 3.589 0.025 -0.05 0.45 0.00 0.21
H -0.449 -1.766 -1.242 0.03 -0.07 0.01 0.20
H -1.606 -0.426 -1.379 -0.06 -0.02 0.04 0.18
H 0.002 -0.311 -2.132 -0.01 -0.03 -0.01 0.24
H -0.442 -1.787 1.216 0.03 -0.07 -0.01 0.20
H 0.000 -0.344 2.128 -0.01 -0.03 0.01 0.24
H -1.606 -0.455 1.372 -0.06 -0.02 -0.04 0.18

***

(11)
18
Properties=species:S:1:pos:R:3:forces:R:3:nbo_charge:R:1 method="wB97M-V/def2-TZVPD" relative_energy_kj_mol=208.4 charge=-1 gap_ev=7.35 fmax_ev_per_a=4.798 homo_energy_ev=-4.09
C -0.885 0.106 0.155 -0.89 0.30 -0.14 -0.58
C 0.234 0.823 -0.015 -1.06 -1.36 0.73 0.26
C -2.656 0.931 -0.049 2.23 -1.14 0.61 0.93
C 1.803 -1.098 -0.425 -4.07 2.29 -1.11 -0.07
C 0.892 -2.049 0.317 -0.50 -1.43 -2.28 -0.63
C 0.325 2.332 -0.064 -1.75 -1.65 -2.59 -0.66
O -3.047 0.563 -1.123 -0.75 0.32 -0.27 -0.69
O -2.887 1.567 0.948 -0.46 0.34 -0.29 -0.69
O -1.593 -2.405 1.111 -0.22 0.28 0.83 -1.01
O 1.520 0.287 0.020 1.21 -0.65 -0.76 -0.57
S -0.935 -1.661 0.012 1.07 0.14 -1.82 1.23
H 2.822 -1.178 -0.263 2.01 -0.55 0.34 0.18
H 1.553 -1.137 -1.555 0.53 -0.06 1.58 0.17
H 1.096 -3.138 -0.103 -0.59 2.01 1.46 0.21
H 0.799 -1.882 1.363 0.94 -0.50 1.11 0.23
H -0.114 2.734 -1.029 0.93 -0.50 0.74 0.21
H 1.345 2.434 0.038 2.14 1.41 0.15 0.22
H -0.273 2.771 0.662 -0.79 0.74 1.71 0.23

***

(12)
19
Properties=species:S:1:pos:R:3:forces:R:3:nbo_charge:R:1 method="wB97M-V/def2-TZVPD" relative_energy_kj_mol=16.2 charge=-2 gap_ev=7.41 fmax_ev_per_a=3.969 homo_energy_ev=-1.71 smiles="O=CC/C(=C/CC(=O)[O-])[P@H](=O)[O-]"
C -2.081 0.398 -0.008 -1.71 -1.18 3.38 -0.59
C -0.842 -0.414 -0.095 -1.17 -2.84 -0.13 -0.14
C -3.505 -0.492 0.147 0.95 1.24 -0.19 0.79
C 1.576 -1.099 -0.439 0.61 2.82 1.03 -0.53
C 2.864 -0.692 0.276 0.63 0.03 -0.88 0.44
C 0.438 -0.052 -0.205 0.37 -0.23 0.63 -0.41
O 1.113 2.031 1.574 -0.08 -0.42 -0.24 -1.17
O 0.596 2.705 -0.900 0.56 -1.29 0.81 -1.16
O -4.460 0.081 0.708 0.28 0.49 0.24 -0.80
O -3.522 -1.606 -0.385 0.52 -1.03 -0.40 -0.80
O 4.044 -0.830 -0.063 -1.74 -0.40 0.30 -0.62
P 1.083 1.677 0.115 0.62 0.49 -1.17 2.01
H -2.161 0.847 -0.924 -0.53 1.70 -2.33 0.22
H -2.156 1.134 0.827 0.47 -0.31 -0.80 0.23
H -1.276 -1.531 -0.179 1.68 1.97 -0.05 0.21
H 1.897 -1.106 -1.426 -0.06 -0.75 -2.25 0.21
H 1.335 -2.013 0.007 -0.68 -1.78 0.22 0.22
H 2.516 1.206 -0.214 -1.24 1.01 -0.02 -0.23
H 2.543 -0.244 1.183 0.53 0.50 1.86 0.12

***

(13)
15
Properties=species:S:1:pos:R:3:forces:R:3:nbo_charge:R:1 method="wB97M-V/def2-TZVPD" relative_energy_kj_mol=265.1 charge=0 gap_ev=9.10 fmax_ev_per_a=4.985 homo_energy_ev=-8.79
C 1.065 0.093 -0.880 3.87 0.52 -1.43 -0.09
C 0.795 0.526 0.309 -4.58 0.16 1.96 -0.17
C -0.855 0.163 0.469 3.26 1.42 0.18 -0.41
C 1.543 1.201 1.377 -0.86 -0.95 -1.26 0.40
C 0.025 -0.724 -1.499 1.25 -2.98 1.33 -0.45
C -0.981 -1.047 -0.372 -1.81 2.10 -1.41 -0.47
O 1.030 1.593 2.369 -1.01 0.91 1.76 -0.49
P -1.764 1.116 1.428 -2.33 -0.38 0.67 0.49
H 2.102 0.280 -1.348 -1.73 -0.49 0.49 0.22
H 2.586 1.240 1.302 2.19 0.12 -0.61 0.12
H -0.391 -0.197 -2.294 -0.94 0.34 -1.73 0.23
H 0.565 -1.672 -1.736 -0.71 0.59 -0.90 0.23
H -0.607 -1.661 0.408 0.24 -2.19 -0.18 0.24
H -2.044 -1.225 -0.798 1.84 -0.08 1.17 0.24
H -3.069 0.314 1.264 1.32 0.93 -0.04 -0.08

***

(14)
17
Properties=species:S:1:pos:R:3:forces:R:3:nbo_charge:R:1 method="wB97M-V/def2-TZVPD" relative_energy_kj_mol=288.8 charge=-1 gap_ev="5.24 / 5.24" fmax_ev_per_a=4.795 homo_energy_ev="-3.80 / -3.80"
C 1.519 0.331 -1.501 3.88 2.12 -1.87 -0.23
C 0.325 -0.358 -1.404 -3.56 -2.67 1.19 -0.44
C 2.137 0.782 -0.421 2.16 2.26 0.77 -0.19
C -0.166 -0.769 -0.211 -0.54 1.31 0.38 0.05
C 1.583 0.798 1.003 -2.91 -0.84 -3.25 -0.43
C 0.433 -0.365 1.127 0.97 0.48 0.58 -0.52
O -3.758 -2.000 1.022 0.88 0.03 -1.02 -0.91
S -3.483 0.801 1.009 0.57 0.01 -0.20 -0.49
S -4.212 -0.910 -1.692 0.91 -0.35 0.71 -0.48
S -3.324 -0.930 0.101 -0.71 0.42 0.43 1.18
H 2.113 0.648 -2.473 -1.78 -1.18 1.57 0.20
H -0.248 -0.704 -2.246 -0.02 0.21 -0.64 0.23
H 3.078 1.414 -0.631 -1.35 -1.05 0.63 0.18
H 2.333 0.606 1.678 1.64 -0.10 1.82 0.20
H 1.071 1.784 1.144 0.62 -0.70 0.17 0.21
H -0.246 0.157 1.837 -0.33 -1.00 -0.63 0.24
H 0.844 -1.285 1.658 -0.44 1.07 -0.63 0.20

***

(15)
14
Properties=species:S:1:pos:R:3:forces:R:3:nbo_charge:R:1 method="wB97M-V/def2-TZVPD" relative_energy_kj_mol=170.0 charge=0 gap_ev=10.97 fmax_ev_per_a=0.768 homo_energy_ev=-9.79 smiles=C#CC1CCC1
C -0.891 0.584 -2.748 -0.01 -0.15 0.47 -0.25
C -0.798 0.456 -1.552 -0.08 -0.24 -0.40 0.00
C -0.587 0.274 -0.117 -0.14 -0.13 -0.04 -0.30
C -0.227 -1.112 0.503 -0.03 -0.21 -0.09 -0.37
C 0.723 -0.357 1.454 0.15 -0.10 0.20 -0.40
C 0.760 0.800 0.449 0.06 0.10 -0.07 -0.37
H -0.988 0.650 -3.811 0.02 0.07 0.25 0.24
H -1.470 0.552 0.460 0.10 0.75 -0.12 0.23
H -1.042 -1.666 0.983 0.09 0.12 -0.27 0.21
H 0.272 -1.759 -0.220 0.15 0.05 0.13 0.21
H 0.192 -0.039 2.358 0.08 -0.17 -0.08 0.20
H 1.662 -0.832 1.738 -0.05 0.03 -0.02 0.21
H 1.524 0.626 -0.316 -0.07 0.03 0.12 0.21
H 0.870 1.824 0.819 -0.26 -0.15 -0.09 0.21